(1)
Below is a molecular structure, C65H47BI2O16S at a distorted geometry, with properties calculated with ωB97M-V/def2-TZVPD.

Each line ends with the Löwdin charge.
Atoms and positions in Å:
C  -6.343  -3.799  -7.220  0.006
C  -5.573  -5.190  -7.346  -0.380
O  -5.520  -5.847  -8.418  0.090
O  -4.956  -5.745  -6.179  -0.075
C  -3.607  -5.253  -5.973  -0.079
C  -3.434  -4.220  -4.759  -0.313
C  -3.469  -2.735  -5.410  -0.645
I  -1.472  -1.793  -5.589  0.943
C  -4.504  -1.716  -4.725  -0.753
C  -4.058  -1.161  -3.283  -0.185
I  -4.607  0.034  -6.086  0.752
O  -1.991  -4.380  -4.451  -0.347
S  -1.561  -4.328  -2.827  0.780
O  -0.525  -5.315  -2.384  -0.257
O  -1.026  -3.003  -2.335  -0.354
O  -3.123  -4.436  -2.243  -0.190
C  -4.113  -4.507  -3.340  -0.203
C  -4.877  -5.892  -3.065  -0.011
B  -3.952  -7.223  -3.078  -0.495
O  -4.477  -8.387  -3.805  0.069
O  -2.666  -7.385  -2.458  0.096
H  -6.774  -3.648  -6.162  0.094
H  -7.260  -3.790  -7.924  0.109
H  -5.688  -2.914  -7.534  0.075
H  -3.156  -4.874  -6.969  0.170
H  -2.966  -6.181  -5.704  0.159
H  -3.813  -2.858  -6.506  0.045
H  -5.559  -2.153  -4.733  0.072
H  -4.816  -1.577  -2.516  0.090
H  -3.029  -1.549  -2.976  0.046
H  -4.027  -0.023  -3.206  0.062
H  -4.883  -3.735  -2.951  0.155
H  -5.772  -6.002  -3.784  0.127
H  -5.347  -5.831  -2.007  0.147
H  -4.526  -8.065  -4.736  0.091
H  -2.071  -7.661  -3.203  0.125
C  -5.716  1.928  5.144  -0.064
C  -6.372  0.767  4.739  -0.057
C  -5.773  -0.087  3.819  0.001
C  -4.519  0.224  3.291  -0.086
C  -3.873  1.398  3.678  -0.083
C  -4.468  2.245  4.614  -0.006
C  -2.565  1.765  3.088  -0.280
O  -1.998  2.789  3.427  0.105
C  -1.961  0.873  2.073  -0.086
C  -0.757  1.233  1.466  0.007
C  -0.175  0.394  0.521  -0.046
C  -0.788  -0.812  0.185  -0.056
C  -1.991  -1.171  0.784  0.013
C  -2.584  -0.325  1.722  -0.085
C  -3.882  -0.701  2.326  -0.281
O  -4.422  -1.754  2.030  0.097
H  -6.180  2.589  5.869  0.110
H  -7.350  0.527  5.143  0.108
H  -6.286  -0.993  3.512  0.120
H  -3.965  3.154  4.929  0.124
H  -0.272  2.169  1.724  0.122
H  0.759  0.678  0.046  0.111
H  -0.331  -1.469  -0.547  0.077
H  -2.466  -2.110  0.515  0.120
C  2.543  -2.323  0.459  -0.054
C  2.541  -2.395  -0.933  -0.046
C  3.688  -2.069  -1.648  0.012
C  4.838  -1.656  -0.974  -0.080
C  4.832  -1.560  0.418  -0.083
C  3.685  -1.906  1.134  0.009
C  6.029  -1.077  1.142  -0.279
O  6.027  -0.996  2.358  0.104
C  7.227  -0.685  0.365  -0.082
C  8.343  -0.173  1.028  0.005
C  9.477  0.186  0.308  -0.055
C  9.505  0.026  -1.076  -0.053
C  8.393  -0.479  -1.741  0.009
C  7.248  -0.826  -1.023  -0.075
C  6.058  -1.328  -1.744  -0.250
O  6.079  -1.465  -2.958  0.064
H  1.650  -2.587  1.017  0.109
H  1.645  -2.709  -1.460  0.097
H  3.682  -2.132  -2.732  0.121
H  3.678  -1.846  2.218  0.122
H  8.329  -0.049  2.106  0.122
H  10.342  0.588  0.825  0.108
H  10.393  0.299  -1.637  0.108
H  8.419  -0.596  -2.820  0.104
C  6.411  -0.036  -5.110  -0.071
C  7.615  0.651  -5.253  -0.059
C  7.614  2.030  -5.436  0.004
C  6.406  2.725  -5.489  -0.088
C  5.199  2.034  -5.371  -0.082
C  5.205  0.653  -5.170  0.013
C  3.909  2.753  -5.475  -0.280
O  2.854  2.151  -5.368  0.098
C  3.920  4.213  -5.719  -0.085
C  2.712  4.896  -5.876  0.001
C  2.712  6.269  -6.093  -0.060
C  3.916  6.968  -6.144  -0.059
C  5.121  6.292  -5.993  0.002
C  5.125  4.911  -5.790  -0.084
C  6.415  4.194  -5.666  -0.282
O  7.470  4.805  -5.714  0.098
H  6.414  -1.106  -4.959  0.096
H  8.556  0.111  -5.219  0.107
H  8.556  2.560  -5.541  0.120
H  4.270  0.112  -5.064  0.122
H  1.770  4.358  -5.835  0.120
H  1.772  6.797  -6.221  0.107
H  3.915  8.042  -6.306  0.107
H  6.056  6.841  -6.038  0.121
C  -0.859  6.367  12.384  -0.058
C  -1.780  7.001  11.553  -0.058
C  -2.445  6.276  10.570  0.002
C  -2.182  4.916  10.407  -0.085
C  -1.242  4.287  11.224  -0.084
C  -0.589  5.013  12.221  0.003
C  -0.917  2.855  11.029  -0.279
O  -0.099  2.303  11.745  0.103
C  -1.596  2.106  9.947  -0.084
C  -1.259  0.772  9.714  0.004
C  -1.900  0.058  8.708  -0.053
C  -2.887  0.669  7.938  -0.051
C  -3.221  2.000  8.163  0.005
C  -2.569  2.724  9.162  -0.081
C  -2.908  4.149  9.370  -0.278
O  -3.769  4.687  8.693  0.099
H  -0.347  6.931  13.157  0.107
H  -1.981  8.061  11.673  0.107
H  -3.165  6.775  9.928  0.121
H  0.133  4.526  12.868  0.121
H  -0.493  0.288  10.313  0.121
H  -1.633  -0.978  8.525  0.108
H  -3.393  0.109  7.157  0.106
H  -3.987  2.471  7.556  0.101

Atoms 1-2, force components in eV/Å:
C -0.76 -0.33 0.14
C -0.28 -1.69 -3.50

* molar mass: 1380.76 g/mol
* F_max: 5.381 eV/Å
* HOMO level: -9.3 eV
* total charge: 0
* HOMO-LUMO gap: 8.25 eV



(2)
Below is a molecular structure, C65H52GeN14O5RuSSe, with properties calculated with ωB97M-V/def2-TZVPD.

Each line ends with the Mulliken spin population.
Atoms and positions in Å:
Ru  -0.274  -1.053  0.553  4.136
C  -6.124  1.923  3.878  0.000
C  -4.802  1.203  3.936  0.001
C  -4.731  -0.182  3.865  0.000
C  -3.509  -0.843  3.911  0.003
C  -2.344  -0.106  4.047  -0.007
C  -2.395  1.280  4.169  0.005
C  -3.617  1.922  4.096  0.000
S  -0.793  -0.942  4.005  0.022
O  -1.066  -2.333  3.738  0.007
O  -0.052  -0.572  5.178  0.012
N  -0.043  -0.415  2.675  0.199
C  0.511  0.829  2.445  -0.049
C  0.792  1.796  3.531  0.010
C  1.174  3.058  3.346  0.001
C  1.445  3.716  2.031  0.002
C  1.247  2.166  0.551  0.015
N  0.775  0.963  1.195  0.123
H  -6.908  1.284  3.474  0.000
H  -6.052  2.818  3.258  0.000
H  -6.434  2.242  4.876  0.000
H  -5.647  -0.755  3.773  0.000
H  -3.449  -1.922  3.863  0.000
H  -1.493  1.859  4.306  0.000
H  -3.654  3.004  4.162  0.000
H  0.688  1.410  4.536  -0.002
H  1.356  3.654  4.234  0.000
H  1.700  4.768  2.146  -0.001
H  1.334  1.989  -0.518  0.013
C  0.389  -1.354  -5.219  0.001
N  -0.220  -1.476  -3.896  0.001
C  0.343  -1.287  -2.707  0.011
N  -0.462  -1.722  -1.754  0.027
C  -1.545  -2.170  -2.449  0.016
N  -1.432  -2.054  -3.750  0.005
C  1.080  -2.638  -5.611  0.000
C  0.639  -3.395  -6.686  0.000
C  1.252  -4.608  -6.985  0.000
C  2.288  -5.083  -6.201  0.000
C  2.728  -4.326  -5.118  0.000
C  2.135  -3.104  -4.839  -0.001
C  3.798  -4.837  -4.261  0.000
N  4.418  -5.957  -4.324  0.000
N  5.320  -5.965  -3.256  0.000
C  5.162  -4.847  -2.647  0.000
O  4.209  -4.069  -3.218  0.000
C  5.846  -4.346  -1.454  0.000
C  6.854  -5.108  -0.866  0.000
C  7.488  -4.635  0.269  0.000
C  7.118  -3.414  0.825  0.000
C  6.119  -2.651  0.238  0.000
C  5.692  -1.338  0.850  0.000
N  4.266  -1.338  1.167  0.001
C  3.235  -0.957  0.413  0.049
N  2.107  -1.339  0.981  -0.106
C  2.521  -1.966  2.121  0.043
N  3.823  -1.998  2.260  0.005
C  5.490  -3.122  -0.906  0.000
H  1.085  -0.518  -5.176  0.000
H  -0.410  -1.108  -5.913  0.000
H  1.304  -0.817  -2.570  0.004
H  -2.418  -2.594  -1.980  0.006
H  -0.189  -3.045  -7.290  0.000
H  0.905  -5.192  -7.827  0.000
H  2.758  -6.035  -6.411  0.000
H  2.495  -2.524  -3.996  0.001
H  7.124  -6.059  -1.305  0.000
H  8.269  -5.222  0.733  0.000
H  7.608  -3.061  1.725  0.000
H  5.876  -0.498  0.181  0.000
H  6.221  -1.162  1.783  0.000
H  3.339  -0.390  -0.500  0.003
H  1.842  -2.389  2.846  0.010
H  4.710  -2.537  -1.384  0.000
Se  -2.819  -8.585  1.927  0.000
N  -3.626  -7.003  1.846  0.000
C  -2.710  -6.138  1.502  0.000
C  -2.980  -4.713  1.301  -0.014
C  -4.267  -4.190  1.414  0.004
C  -4.463  -2.854  1.180  0.000
C  -3.363  -2.057  0.882  0.025
N  -2.127  -2.543  0.772  0.060
C  -1.934  -3.865  0.959  0.029
C  -0.576  -4.398  0.728  -0.018
N  0.362  -3.529  0.323  0.067
C  1.555  -4.009  -0.010  -0.028
C  1.904  -5.348  0.100  0.001
C  0.962  -6.232  0.569  0.002
C  -0.312  -5.759  0.868  -0.005
C  -1.388  -6.656  1.291  0.001
N  -1.229  -7.940  1.466  0.000
H  -5.082  -4.854  1.676  0.000
H  -5.444  -2.404  1.250  0.000
H  -3.463  -0.990  0.748  0.015
H  2.274  -3.298  -0.388  0.018
H  2.901  -5.669  -0.171  -0.001
H  1.174  -7.286  0.688  0.000
O  -0.854  0.813  -0.966  0.098
C  -1.819  1.089  -0.217  -0.066
O  -2.025  0.397  0.830  0.192
C  -2.812  2.183  -0.516  0.025
C  -2.372  3.266  -1.508  0.004
Ge  -1.556  4.838  -0.683  -0.001
C  -2.495  5.236  0.978  0.000
C  -1.782  5.645  2.107  -0.001
C  -2.433  5.907  3.308  0.000
C  -3.812  5.764  3.395  0.000
C  -4.537  5.365  2.279  0.000
C  -3.881  5.103  1.083  0.000
C  0.270  4.410  -0.169  0.003
C  0.384  3.392  0.937  0.007
C  2.469  2.867  1.203  0.006
C  3.258  3.697  0.230  -0.001
C  2.747  4.573  -0.633  0.003
C  1.318  4.906  -0.833  -0.002
C  -1.561  6.339  -1.897  0.000
C  -2.093  6.255  -3.182  0.000
C  -2.079  7.356  -4.030  0.000
C  -1.530  8.555  -3.600  0.000
C  -0.997  8.656  -2.320  0.000
C  -1.014  7.555  -1.475  0.000
H  -3.112  2.591  0.451  0.001
H  -3.693  1.652  -0.893  0.002
H  -3.232  3.612  -2.083  0.001
H  -1.656  2.851  -2.220  0.000
H  -0.705  5.767  2.051  0.000
H  -1.866  6.230  4.173  0.000
H  -4.321  5.968  4.328  0.000
H  -5.615  5.270  2.338  0.000
H  -4.465  4.800  0.219  0.000
H  -0.592  3.114  1.343  -0.001
H  3.108  2.216  1.799  0.001
H  4.337  3.587  0.261  0.000
H  3.443  5.112  -1.266  0.000
H  1.124  5.625  -1.624  0.000
H  -2.523  5.324  -3.534  0.000
H  -2.498  7.278  -5.025  0.000
H  -1.520  9.413  -4.260  0.000
H  -0.572  9.592  -1.982  0.000
H  -0.603  7.648  -0.475  0.000

Atoms 1-2, force components in eV/Å:
Ru 0.16 0.62 -0.39
C 0.06 -0.02 0.00

* molar mass: 1393.93 g/mol
* ΔE to the lowest compared entry with this formula, charge and spin: 0.579 eV
* F_max: 0.750 eV/Å
* HOMO level (alpha / beta): -10.1 / -10.1 eV
* expectation value of S²: 8.757
* total charge: +1
* 2S+1: 6
* HOMO-LUMO gap (alpha / beta): 7.19 / 6.22 eV



(3)
Below is a molecular structure, C65H60F4OP2Pd at a distorted geometry, with properties calculated with ωB97M-V/def2-TZVPD.

Each line ends with the Löwdin charge.
Atoms and positions in Å:
C  3.634  2.152  -2.486  -0.073
C  2.275  2.807  -2.241  -0.523
C  1.240  2.000  -3.026  -0.038
C  1.974  2.710  -0.745  -0.050
C  2.289  4.282  -2.717  -0.077
C  1.077  5.111  -2.561  -0.296
O  0.050  4.633  -2.001  -0.046
C  1.139  6.495  -3.086  -0.075
C  -0.071  7.449  -2.956  -0.559
C  0.219  8.810  -3.597  -0.087
C  -0.410  7.694  -1.486  -0.055
C  -1.301  6.862  -3.648  -0.056
C  2.299  6.937  -3.694  -0.065
C  3.431  6.130  -3.797  -0.090
C  3.418  4.827  -3.301  -0.065
H  4.430  2.658  -1.926  0.090
H  3.616  1.104  -2.161  0.055
H  3.898  2.165  -3.551  0.089
H  0.239  2.409  -2.870  0.058
H  1.472  2.038  -4.097  0.095
H  1.243  0.949  -2.704  0.073
H  0.964  3.071  -0.530  0.071
H  2.061  1.669  -0.401  0.050
H  2.690  3.312  -0.171  0.094
H  0.436  8.695  -4.666  0.084
H  -0.659  9.462  -3.494  0.084
H  1.067  9.298  -3.102  0.083
H  -0.675  6.757  -0.991  0.075
H  0.445  8.143  -0.970  0.087
H  -1.253  8.392  -1.427  0.080
H  -1.579  5.910  -3.191  0.072
H  -2.133  7.570  -3.558  0.080
H  -1.096  6.704  -4.712  0.087
H  2.359  7.945  -4.108  0.094
H  4.329  6.519  -4.272  0.093
H  4.332  4.237  -3.393  0.093
F  -3.966  1.680  5.674  0.043
C  -3.800  1.898  4.323  -0.225
C  -3.863  3.199  3.825  0.084
C  -3.707  3.359  2.444  -0.219
F  -3.804  4.637  1.929  0.047
C  -3.466  2.300  1.582  0.061
C  -3.434  0.980  2.107  -0.196
C  -3.190  -0.172  1.297  0.009
C  -2.691  -1.326  1.903  -0.094
C  -2.610  -2.649  1.470  -0.018
C  -3.429  -3.317  0.533  -0.213
C  -3.065  -4.637  0.144  0.042
C  -3.799  -5.305  -0.815  -0.228
F  -3.385  -6.550  -1.239  0.045
C  -4.951  -4.774  -1.392  0.087
C  -5.291  -3.481  -0.991  -0.230
F  -6.375  -2.896  -1.606  0.043
C  -4.596  -2.749  -0.038  0.054
Pd  0.370  -3.670  0.999  0.193
P  0.901  -2.592  2.890  0.944
C  -0.145  -2.895  4.335  -0.374
C  -0.507  -4.215  4.653  -0.108
C  -1.342  -4.468  5.747  -0.081
C  -1.836  -3.406  6.513  -0.087
C  -1.505  -2.087  6.180  -0.081
C  -0.661  -1.827  5.098  -0.092
C  2.502  -3.402  3.143  -0.384
C  2.942  -3.836  4.402  -0.084
C  4.105  -4.607  4.478  -0.080
C  4.788  -4.970  3.309  -0.086
C  4.358  -4.515  2.060  -0.074
C  3.203  -3.737  1.977  -0.118
C  1.276  -0.815  2.886  -0.361
C  2.514  -0.283  3.291  -0.067
C  2.762  1.087  3.167  -0.073
C  1.762  1.945  2.698  -0.074
C  0.523  1.429  2.288  -0.067
C  0.319  0.050  2.322  -0.136
P  0.092  -2.640  -0.981  0.975
C  -1.122  -1.358  -1.399  -0.319
C  -0.844  -0.011  -1.112  -0.095
C  -1.679  1.006  -1.575  -0.089
C  -2.864  0.689  -2.251  -0.080
C  -3.206  -0.652  -2.463  -0.078
C  -2.336  -1.663  -2.048  -0.118
C  1.745  -1.937  -1.276  -0.336
C  2.614  -2.519  -2.213  -0.075
C  3.970  -2.186  -2.199  -0.073
C  4.463  -1.268  -1.262  -0.087
C  3.591  -0.640  -0.365  -0.095
C  2.244  -0.989  -0.365  -0.134
C  -0.187  -3.947  -2.184  -0.391
C  -0.601  -3.693  -3.511  -0.086
C  -0.780  -4.765  -4.387  -0.073
C  -0.553  -6.070  -3.949  -0.081
C  -0.195  -6.325  -2.621  -0.075
C  -0.010  -5.255  -1.738  -0.122
C  -3.597  0.800  3.507  0.048
H  -4.052  4.036  4.488  0.136
H  -3.302  2.463  0.516  0.127
H  -3.374  -0.153  0.219  0.102
H  -2.199  -1.185  2.879  0.090
H  -1.855  -3.283  1.955  0.059
H  -2.164  -5.083  0.562  0.114
H  -5.515  -5.309  -2.154  0.140
H  -4.890  -1.738  0.240  0.125
H  -0.133  -5.040  4.045  0.102
H  -1.602  -5.493  6.013  0.105
H  -2.480  -3.608  7.373  0.104
H  -1.897  -1.255  6.769  0.106
H  -0.372  -0.801  4.867  0.101
H  2.373  -3.587  5.298  0.108
H  4.474  -4.929  5.450  0.102
H  5.661  -5.623  3.367  0.103
H  4.904  -4.773  1.153  0.107
H  2.792  -3.457  0.993  0.071
H  3.290  -0.937  3.689  0.107
H  3.741  1.495  3.434  0.110
H  1.953  3.016  2.621  0.111
H  -0.262  2.103  1.930  0.110
H  -0.576  -0.373  1.857  0.070
H  0.065  0.247  -0.563  0.076
H  -1.390  2.058  -1.442  0.109
H  -3.509  1.494  -2.620  0.113
H  -4.140  -0.898  -2.983  0.113
H  -2.577  -2.704  -2.269  0.098
H  2.228  -3.239  -2.935  0.102
H  4.652  -2.644  -2.916  0.105
H  5.530  -1.035  -1.224  0.109
H  3.967  0.112  0.339  0.116
H  1.588  -0.593  0.413  0.064
H  -0.807  -2.682  -3.850  0.111
H  -1.108  -4.583  -5.418  0.110
H  -0.670  -6.913  -4.639  0.108
H  -0.076  -7.340  -2.253  0.106
H  0.251  -5.429  -0.684  0.074
H  -3.622  -0.203  3.931  0.126

Atoms 1-2, force components in eV/Å:
C 0.25 -0.17 -0.02
C 0.23 0.47 -0.20

* molar mass: 1101.55 g/mol
* ΔE to the lowest compared entry with this formula, charge and spin: 0.321 eV
* F_max: 1.866 eV/Å
* HOMO level: -5.2 eV
* total charge: 0
* HOMO-LUMO gap: 1.55 eV



Number 1: DFT total energy -128640.3364 eV. Number 2: DFT total energy -234620.5230 eV. Number 3: DFT total energy -103350.3263 eV.